[1]
DFT (ωB97M-V/def2-TZVPD) results for C17H15ClCoO2 as an isolated structure.

Output
HOMO-LUMO gap (alpha / beta)   6.923 / 3.951 eV

ORCA input file:
```
! RIJCOSX wB97M-V def2-TZVPD def2/J DEFGRID3
* xyz -1 5
H -2.236 2.264 -2.975
H -1.519 -0.273 -3.387
C -2.097 0.612 1.510
O -2.377 0.606 0.288
C -1.259 -1.962 -0.528
C -0.873 0.594 -3.502
C -0.511 -1.898 0.691
H 1.940 2.227 -4.323
H 1.035 -0.313 -4.225
C -4.987 2.695 3.966
C -3.840 2.435 1.838
H 1.930 -1.901 -1.640
C 0.960 1.926 -3.969
C -0.118 2.788 -3.572
C -4.085 1.789 4.557
H -4.193 1.521 5.613
C -3.001 1.461 2.401
C -4.853 3.030 2.606
C 0.874 -1.820 0.347
H -0.587 -2.174 -2.663
C -1.248 1.955 -3.288
Cl 0.940 1.547 -0.139
H -2.381 0.512 4.255
H -5.798 3.125 4.560
C 0.995 -1.898 -1.072
C 0.492 0.574 -3.918
Co 0.271 1.483 -2.223
O -1.250 -0.039 2.177
C -0.327 -2.033 -1.613
H -3.707 2.692 0.787
H -5.552 3.729 2.137
C -3.085 1.198 3.785
H 1.698 -1.704 1.040
H -0.098 3.875 -3.532
H -0.893 -1.991 1.694
H -2.338 -1.976 -0.640
*
```

---

[2]
DFT (ωB97M-V/def2-TZVPD) results for C56H55FFeN6O7PSSi as an isolated structure.

Output
HOMO-LUMO gap (alpha / beta)   7.457 / 6.108 eV

ORCA input file:
```
! RIJCOSX wB97M-V def2-TZVPD def2/J DEFGRID3
* xyz 0 6
H -0.585 3.976 2.990
C -2.420 1.415 -1.103
C -3.396 -2.060 -0.753
S 4.369 0.219 2.198
C 5.884 -1.899 -1.814
N -2.415 -1.544 -1.348
C -0.055 2.365 1.706
C -4.533 -2.978 3.245
H 2.609 1.963 -4.140
C 3.168 -3.279 -2.124
C -0.367 -1.795 3.080
C 0.994 -1.870 -0.731
C 1.647 2.364 -3.809
C -0.504 -3.178 3.151
H -2.123 2.750 -2.814
H -2.003 -1.014 -3.120
C -2.087 0.506 3.106
C -1.781 0.615 4.459
H -4.875 -3.234 4.239
C 5.627 -2.263 -0.379
C -3.572 2.401 3.316
C 4.624 -3.094 2.338
O -1.473 4.848 -2.071
H 6.060 -2.735 -2.483
H -4.277 3.087 2.865
C 2.263 2.130 3.112
N -3.303 3.662 -1.379
H 0.617 0.456 -3.626
F -5.839 4.527 1.027
C -2.907 -1.839 1.828
H -4.945 2.662 -0.551
C 3.136 -3.351 -3.520
O 2.491 -2.678 1.573
H -2.880 -1.857 3.966
C 3.365 -4.548 -4.186
C 5.207 0.665 -0.328
H 3.570 0.141 -2.688
H 5.810 -3.324 -0.223
H -1.104 -0.080 4.932
H 5.427 0.152 -4.274
C 0.900 1.307 -3.003
C 6.807 -2.057 1.848
H 2.813 4.069 -3.162
O -1.153 1.299 -0.958
C 6.351 -1.323 0.631
C 1.809 3.244 -1.448
H 0.475 -2.083 -1.659
H 1.890 -3.873 5.440
N 2.818 0.305 1.543
C -4.766 -3.060 0.879
C 0.149 3.222 2.746
H 1.076 2.602 -4.708
C -3.244 2.518 4.661
H -1.251 -3.684 2.551
C 1.343 3.073 3.471
C 4.244 -1.744 0.166
C -2.998 1.403 2.545
H -3.688 3.300 5.263
C -2.355 1.619 5.228
C 3.843 -2.540 1.402
C 1.441 -1.918 4.679
H 3.344 -4.575 -5.269
P -1.398 -0.772 1.970
H 3.814 -6.638 -3.985
O -3.287 0.813 -0.477
H 0.789 -0.107 3.760
H 2.160 -0.751 -3.190
O -2.692 -1.566 -2.723
H 5.070 1.647 0.113
N 0.815 1.394 1.352
H 7.854 -1.955 2.106
Fe 0.133 0.034 -0.053
C -2.901 2.462 -2.114
H -2.105 1.691 6.279
N 1.702 0.797 -1.861
C 2.498 1.906 -1.268
C 6.052 -2.914 2.533
H 3.203 2.045 3.634
H 6.220 -1.429 -4.334
H 7.183 -0.770 0.201
H 5.786 1.485 -2.139
C -3.405 -2.199 3.083
H 0.787 3.203 -1.071
H 2.175 -1.756 1.644
C -2.477 4.770 -1.397
H 0.667 -2.556 0.046
C 1.845 3.619 -2.934
H 2.209 -1.422 5.259
H 3.407 -4.453 -0.335
H 4.086 -3.618 3.117
C -4.764 4.615 0.235
H -3.256 1.314 1.497
C 3.626 -5.706 -3.467
H 2.704 1.664 -0.224
C 5.904 -0.671 -2.340
H -0.019 1.752 -2.615
C 0.638 -1.177 3.829
C -4.008 5.858 0.264
H 6.498 -3.458 3.357
O -4.261 6.841 0.918
H 1.077 4.362 -3.152
C -4.404 3.597 -0.549
H -0.949 2.427 1.097
H -6.115 -4.016 2.234
H -2.317 6.629 -0.603
H 0.182 -4.994 4.050
H 3.471 1.954 -1.772
C -3.616 -2.284 0.685
H -3.769 2.066 -2.637
Si 2.816 -1.707 -1.129
H 1.546 3.721 4.315
H 3.836 -6.564 -1.512
C 1.267 -3.291 4.773
H 2.333 3.997 -0.857
C 5.638 0.563 -1.584
C 3.640 -5.663 -2.080
C -5.222 -3.414 2.131
C 0.307 -3.920 3.997
C 2.625 -0.269 -2.325
H 7.151 0.026 -3.950
H -4.221 -2.389 -1.383
O 4.964 1.579 2.286
H 2.954 -2.462 -4.110
C 3.405 -4.465 -1.421
C 6.190 -0.476 -3.806
C 5.027 -0.471 0.625
C 2.003 1.252 2.014
N -2.900 5.804 -0.584
H -5.321 -3.382 0.006
*
```

---

[3]
DFT (ωB97M-V/def2-TZVPD) results for one molecule with the formula C5H8O2.

Output
HOMO-LUMO gap   10.350 eV
SMILES   O=C1CC[C@@H]1CO

ORCA input file:
```
! RIJCOSX wB97M-V def2-TZVPD def2/J DEFGRID3
* xyz 0 1
C 0.445 0.809 1.216
O -1.415 -0.066 -1.997
H 2.061 -0.562 1.484
C 0.972 -0.577 1.567
C 0.227 -1.126 0.328
H 0.674 -0.987 2.538
H -1.373 0.129 -2.941
O 0.723 1.906 1.621
H -0.834 1.828 -1.331
H -0.448 -1.968 0.489
H 0.920 -1.384 -0.478
H -1.487 0.243 0.489
C -0.503 0.779 -1.314
H 0.496 0.730 -1.776
C -0.459 0.246 0.104
*
```

---

[4]
DFT (ωB97M-V/def2-TZVPD) results for a 2-piece molecular cluster, C2H5NO overall.

Output
HOMO-LUMO gap   8.957 eV

ORCA input file:
```
! RIJCOSX wB97M-V def2-TZVPD def2/J DEFGRID3
* xyz 0 1
O 1.946 -0.509 0.290
H 0.815 1.603 -0.496
H -1.394 -0.845 0.485
C -0.334 -1.057 0.550
C 0.294 0.663 -0.794
H -0.790 0.586 -0.964
H 0.742 0.347 -1.869
N 0.689 -0.482 0.102
H -0.018 -2.584 1.761
*
```

---

[5]
DFT (ωB97M-V/def2-TZVPD) results for an isolated ion of composition C14H6F6N3O7S and charge -1.

Output
HOMO-LUMO gap   7.728 eV
SMILES   O=S(=O)(C1=CC(=[N+]([O-])[O-])c2no[n+]([O-])c2[C@H]1Oc1ccccc1C(F)(F)F)C(F)(F)F

ORCA input file:
```
! RIJCOSX wB97M-V def2-TZVPD def2/J DEFGRID3
* xyz -1 1
O -4.410 2.868 1.408
C -2.423 2.074 0.429
F 2.055 2.512 -1.657
F 4.068 -2.734 0.252
O -4.194 2.920 -0.768
O -0.910 1.828 3.657
O 1.136 0.834 3.299
H 1.099 1.674 0.169
H 0.038 -5.352 0.260
C -0.396 1.379 1.544
F 1.836 2.407 -3.839
C 0.196 -4.270 0.238
H -1.481 -1.296 -0.063
O -0.847 0.856 -3.532
H -2.415 1.825 -1.718
C -1.853 1.643 -0.805
S 0.160 0.815 -2.504
H -1.877 -3.785 -0.135
C 0.632 -1.521 0.199
O 0.939 -0.246 0.593
N 0.102 1.242 2.814
C -0.875 -3.392 0.030
C 0.307 0.905 0.316
C -0.633 1.008 -0.886
F 3.321 -0.746 -0.279
C -1.663 1.920 1.634
C 1.491 -3.781 0.416
F 3.241 -1.418 1.818
H 2.341 -4.425 0.626
C 1.718 -2.416 0.309
C -0.666 -2.012 0.027
N -3.746 2.654 0.375
F 0.336 3.478 -2.638
O 1.119 -0.254 -2.374
C 1.164 2.410 -2.677
C 3.086 -1.823 0.519
N -1.996 2.220 2.944
*
```

---

[6]
DFT (ωB97M-V/def2-TZVPD) results for a 3-piece molecular cluster, C3H12NO4 overall.

Output
HOMO-LUMO gap (alpha / beta)   3.732 / 8.929 eV

ORCA input file:
```
! RIJCOSX wB97M-V def2-TZVPD def2/J DEFGRID3
* xyz 0 2
H 0.846 0.720 0.566
H 1.948 -1.983 0.734
C 1.965 -0.879 0.932
O -1.198 0.008 -2.580
H 0.158 -1.777 -0.944
H -0.102 -0.472 1.281
H 0.324 3.354 0.667
O -0.706 -2.162 1.688
H -0.731 -2.181 2.651
H 2.634 -0.581 0.118
H -1.995 1.594 -0.987
C -0.777 0.052 -1.420
H 0.538 2.626 2.044
H 2.379 -0.531 1.916
O -1.107 1.237 -0.707
H 1.359 -0.385 -1.349
C 0.315 -0.728 -0.830
H -1.636 -2.116 1.378
O 0.612 2.549 1.085
N 0.637 -0.300 0.581
*
```

---

[7]
DFT (ωB97M-V/def2-TZVPD) results for C40H29F17NOS5Sb2Tc as an isolated structure.

Output
HOMO-LUMO gap   5.173 eV

ORCA input file:
```
! RIJCOSX wB97M-V def2-TZVPD def2/J DEFGRID3
* xyz 0 1
H 6.069 2.246 -2.814
S -0.536 2.898 1.747
F -2.192 3.184 4.282
S -0.298 5.317 -1.650
S -0.837 6.881 1.866
F 4.535 -4.572 -2.048
H -3.171 2.886 0.298
H -1.752 2.460 -0.673
C 5.164 2.556 -2.307
H 4.303 0.613 -2.273
Sb -0.957 5.153 0.477
H 2.129 -0.252 -4.103
C -1.625 0.818 4.185
N -1.636 -0.096 0.417
C 4.982 3.883 -1.976
H -1.065 -4.008 2.094
F 1.797 -5.093 0.502
C 2.650 -3.268 -2.536
H -6.733 -1.229 0.636
C -2.816 2.667 -0.716
C -0.046 2.255 -3.414
C 2.844 3.415 -1.050
C 2.429 -1.099 -1.493
H 5.249 -2.693 -0.432
C 3.234 -4.551 2.275
C -1.821 -3.374 -0.531
C -2.869 0.908 -2.550
C 2.273 -4.188 1.359
F -0.263 0.072 6.018
Sb 1.349 0.702 -1.158
C 1.182 0.985 -5.557
F 3.699 -5.795 2.306
F -3.995 1.031 4.666
H -3.251 -3.917 0.933
C -5.240 0.084 -0.173
C -1.502 2.213 4.919
C 3.718 -3.602 3.148
C -1.309 -0.292 5.264
F -0.227 2.592 4.977
H 1.662 0.515 -6.407
C 4.162 1.647 -1.993
C 3.244 -2.307 3.099
S 1.841 -0.194 2.168
S 1.409 2.781 1.827
F 0.917 -2.576 0.419
C -2.543 -3.098 0.800
C 1.940 -2.092 -2.342
C 1.822 -2.885 1.327
F 0.086 2.462 -7.008
H 1.937 3.778 -0.593
Tc -0.239 0.630 1.102
C 3.610 -1.324 -0.789
F -3.338 1.443 2.647
H -1.037 -2.240 2.152
H -0.924 3.560 -4.896
C 2.283 -1.899 2.179
H -2.720 1.682 -3.304
F 3.748 -1.425 3.958
H 2.288 -4.052 -3.193
C -2.938 -0.563 0.184
O -0.710 0.648 3.187
F -1.988 2.158 6.172
C -5.677 -1.069 0.455
H -4.547 1.856 -1.646
H -5.100 -3.013 1.126
H -2.321 -3.112 2.948
H 0.989 -1.962 -2.847
F 5.947 4.765 -2.280
H -1.193 -4.264 -0.457
H 3.975 -0.586 -0.084
C -3.578 1.480 -1.318
C 4.329 -2.499 -0.972
C 3.000 2.062 -1.342
H -2.564 -3.545 -1.317
C 3.837 4.334 -1.358
F -3.371 -0.595 3.378
C -3.109 0.671 3.729
C -4.758 -2.050 0.764
H 3.719 5.388 -1.134
H -3.460 0.101 -2.993
C 3.839 -3.440 -1.855
F -2.351 -0.533 6.080
C -0.284 2.705 -4.705
C -1.680 -3.105 2.068
H -5.964 0.798 -0.547
H -1.893 0.503 -2.281
H -0.510 2.783 -2.594
F -0.993 -1.444 4.666
C 0.325 2.048 -5.753
H -2.963 3.552 -1.339
C -3.898 0.339 -0.372
C 0.796 1.175 -3.176
C -3.393 -1.857 0.609
C 1.425 0.555 -4.258
H -1.201 -2.537 -0.839
F 4.648 -3.943 4.038
*
```

---

[8]
DFT (ωB97M-V/def2-TZVPD) results for one molecule with the formula C4H8S2.

Output
HOMO-LUMO gap   8.434 eV
SMILES   CSCCC=S

ORCA input file:
```
! RIJCOSX wB97M-V def2-TZVPD def2/J DEFGRID3
* xyz 0 1
H 0.187 1.825 -0.967
H -0.858 -0.507 -2.796
C 1.036 -1.069 2.266
C -0.651 0.184 0.160
C 0.036 0.710 -1.048
H -0.860 -0.914 -0.012
S 0.163 0.487 1.779
H 1.815 -1.375 1.490
S -1.272 1.698 -3.290
H 0.229 -1.822 2.379
H 1.391 -0.746 3.298
C -0.638 0.517 -2.434
H 1.073 0.375 -1.121
H -1.652 0.637 0.297
*
```